A 16-piece molecular cluster, C3H34N2O15 overall, computed with wB97M-V/def2-TZVPD.

Spin multiplicity: 1
Total charge: 0
LUMO in eV: 0.00
Energy above the lowest of the compared OMol25 structures with the same formula, charge and spin in kcal per mole: 113.6
Energy in eV: -37353.422
Orbital gap in eV: 8.45

Element x y z (Å)
C  1.85459  1.99135  1.27487
C  3.05443  1.64307  0.59817
N  2.67734  1.43563  -0.73304
C  1.21335  1.38735  -0.75228
N  0.72786  1.81672  0.45350
H  1.93439  2.63666  2.15933
H  4.05050  1.47195  0.99764
H  3.18655  1.07442  -1.44815
H  0.76653  0.94852  -1.50625
H  -2.62067  2.76505  -1.67984
H  -1.17543  2.99424  -1.39140
O  -2.09175  2.94910  -0.99692
H  -0.26735  1.21162  -4.05520
H  -1.43725  2.06627  -4.10926
O  -0.61592  2.05424  -3.66432
H  -1.65978  2.14174  1.96651
H  -2.77518  2.02596  2.85703
O  -1.84181  1.71150  2.83449
H  -2.75683  -1.45648  2.26865
H  -1.74274  -0.27655  2.63574
O  -1.74849  -1.22717  2.28420
H  -2.11406  -0.14985  -3.22593
H  -2.40888  0.57128  -1.92602
O  -2.76498  0.40679  -2.85161
H  2.81424  -1.49579  -1.14313
H  2.88530  -2.41509  -2.33191
O  3.02768  -1.43178  -2.03834
H  0.76665  -0.51017  3.59597
H  0.29713  -1.72677  2.80156
O  0.99463  -1.47220  3.30234
H  0.64066  -0.77072  0.67479
H  0.08237  -2.07098  0.48856
O  0.85658  -1.47919  0.19050
H  -3.74290  -0.81811  -0.56029
H  -5.03783  -0.14994  -0.00928
O  -4.35522  -0.71375  0.20890
H  2.76355  -0.43732  -3.70089
H  1.48028  0.05082  -3.26307
O  2.21502  0.37061  -3.85180
H  -1.73355  -3.46474  2.48550
H  -1.10949  -4.74458  1.85938
O  -1.54544  -3.88910  1.61920
H  -0.50620  1.63308  3.85431
H  0.71306  2.31911  4.27928
O  0.24758  1.49517  4.25768
H  0.40823  -1.50363  -3.77053
H  -0.41171  -1.40657  -2.29928
O  -0.45649  -1.40762  -3.26342
H  3.35869  -2.47850  1.67215
H  2.43922  -1.38086  2.33618
O  3.17502  -1.58956  1.72129
H  -1.53742  -2.41240  -0.45290
H  -1.96375  -1.20827  0.41729
O  -1.86602  -1.51834  -0.40774

Let us look at the Mulliken charges, expressed in e, one per atom: atom 1 (C): -0.265, atom 2 (C): -0.443, atom 3 (N): 0.073, atom 4 (C): -1.097, atom 5 (N): -0.165, atom 6 (H): 0.329, atom 7 (H): 0.388, atom 8 (H): 0.311, atom 9 (H): 1.017, atom 10 (H): 0.267, atom 11 (H): 0.320, atom 12 (O): -0.613, atom 13 (H): 0.308, atom 14 (H): 0.319, atom 15 (O): -0.550, atom 16 (H): 0.302, atom 17 (H): 0.317, atom 18 (O): -0.743, atom 19 (H): 0.316, atom 20 (H): 0.149, atom 21 (O): -0.502, atom 22 (H): 0.365, atom 23 (H): 0.271, atom 24 (O): -0.627, atom 25 (H): 0.201, atom 26 (H): 0.318, atom 27 (O): -0.618, atom 28 (H): 0.391, atom 29 (H): 0.228, atom 30 (O): -0.702, atom 31 (H): 0.128, atom 32 (H): 0.204, atom 33 (O): -0.309, atom 34 (H): 0.349, atom 35 (H): 0.273, atom 36 (O): -0.617, atom 37 (H): 0.345, atom 38 (H): 0.080, atom 39 (O): -0.569, atom 40 (H): 0.285, atom 41 (H): 0.292, atom 42 (O): -0.570, atom 43 (H): 0.398, atom 44 (H): 0.270, atom 45 (O): -0.591, atom 46 (H): 0.300, atom 47 (H): 0.331, atom 48 (O): -0.665, atom 49 (H): 0.231, atom 50 (H): 0.429, atom 51 (O): -0.573, atom 52 (H): 0.232, atom 53 (H): 0.369, atom 54 (O): -0.491


C9H26KNO7 as an isolated structure, computed with wB97M-V/def2-TZVPD.

Spin multiplicity: 1
Total charge: 0
LUMO in eV: -0.31
Energy above the lowest of the compared OMol25 structures with the same formula, charge and spin in kcal per mole: 260.3
Energy in eV: -41889.326
Orbital gap in eV: 8.17

Element x y z (Å)
K  0.61280  0.87149  -0.48706
N  -1.07219  -0.82852  -2.25261
O  -1.39841  -1.34907  -3.30833
O  -0.58456  0.27207  -2.15823
O  -1.22920  -1.48332  -1.27195
O  1.78014  2.46835  -1.35002
H  1.43890  3.28567  -1.71302
H  2.60319  2.32362  -1.81679
C  -1.87648  -0.26225  1.61920
C  -0.64698  -1.06355  1.43297
C  -0.91642  -2.55067  1.34605
O  -0.07787  -0.76473  0.21437
H  -2.56670  -0.77491  2.28919
H  -2.22494  -0.02371  0.61433
H  -1.73068  0.68922  2.13061
H  0.00593  -0.81148  2.26860
H  -1.23791  -2.81720  0.33922
H  -1.71215  -2.82010  2.04055
H  -0.12359  -3.25741  1.59106
H  -0.65402  -1.10935  -0.47184
C  -0.75793  2.25662  1.66849
C  -1.89726  2.22250  0.57141
C  -2.49018  3.51237  0.13831
O  -1.48388  1.48681  -0.49277
H  0.18394  2.53017  1.19294
H  -0.44901  1.44462  2.32676
H  -0.98032  3.11891  2.29705
H  -2.76187  1.73845  1.02557
H  -2.71006  4.20767  0.94845
H  -3.47849  3.34100  -0.28826
H  -1.82099  3.97910  -0.58449
H  -2.21377  0.91681  -0.74567
C  3.92811  -1.90903  -0.42421
C  2.65069  -1.44083  -1.16033
C  1.54099  -2.38210  -0.85265
O  2.26490  -0.17305  -0.64905
H  4.38548  -2.76917  -0.91317
H  3.60813  -2.24406  0.56243
H  4.65729  -1.09932  -0.39663
H  2.84620  -1.39593  -2.23171
H  1.74420  -3.41570  -1.13281
H  0.66831  -1.95069  -1.34296
H  1.17574  -2.40486  0.17409
H  3.00096  0.43542  -0.74700

Let us look at the Mulliken charges, expressed in e, one per atom: atom 1 (K): 0.420, atom 2 (N): 0.988, atom 3 (O): -0.788, atom 4 (O): -0.583, atom 5 (O): -0.444, atom 6 (O): -0.395, atom 7 (H): 0.241, atom 8 (H): 0.198, atom 9 (C): -1.213, atom 10 (C): 0.065, atom 11 (C): -1.530, atom 12 (O): -0.570, atom 13 (H): 0.419, atom 14 (H): 0.332, atom 15 (H): 0.134, atom 16 (H): 0.631, atom 17 (H): 0.309, atom 18 (H): 0.447, atom 19 (H): 0.369, atom 20 (H): 0.715, atom 21 (C): -1.513, atom 22 (C): 0.892, atom 23 (C): -1.677, atom 24 (O): -0.473, atom 25 (H): 0.247, atom 26 (H): 0.358, atom 27 (H): 0.524, atom 28 (H): 0.284, atom 29 (H): 0.416, atom 30 (H): 0.371, atom 31 (H): 0.319, atom 32 (H): 0.387, atom 33 (C): -1.484, atom 34 (C): 0.647, atom 35 (C): -0.907, atom 36 (O): -0.264, atom 37 (H): 0.402, atom 38 (H): 0.312, atom 39 (H): 0.400, atom 40 (H): 0.223, atom 41 (H): 0.475, atom 42 (H): 0.105, atom 43 (H): -0.033, atom 44 (H): 0.246


A 9-piece molecular cluster, C36H48N9O15 overall, computed with wB97M-V/def2-TZVPD.

Spin multiplicity: 1
Total charge: -1
LUMO in eV: 0.42
Energy above the lowest of the compared OMol25 structures with the same formula, charge and spin in kcal per mole: 6.1
Energy in eV: -82202.934
Orbital gap in eV: 7.42

Element x y z (Å)
N  -0.57082  0.38585  -1.17651
O  0.10805  -0.59365  -1.45974
O  -0.06526  1.56959  -1.23346
O  -1.74952  0.33388  -0.84149
C  -0.72235  -0.40220  2.49235
C  -0.64780  -1.45786  3.69606
C  0.03083  -0.88397  4.95247
C  0.50710  0.57456  5.09748
C  0.34162  1.52142  4.01241
C  -0.21672  0.96258  2.65952
N  1.06997  0.89267  6.37216
O  1.85221  1.89448  6.32933
O  0.62209  0.50192  7.48652
H  -1.18066  -0.65950  1.68957
H  -0.97367  -2.40855  3.36326
H  0.24649  -1.53748  5.80026
H  0.58054  2.52117  4.06367
H  -0.42139  1.57827  1.75834
C  -3.33360  -3.20218  -0.45363
C  -4.41990  -4.00071  0.29100
C  -3.94367  -4.84950  1.39035
C  -2.63923  -4.58388  2.14857
C  -1.60249  -3.77864  1.30953
C  -1.99180  -3.16216  0.03665
N  -2.32739  -5.33833  3.42046
O  -3.18151  -6.07917  3.95320
O  -1.41180  -4.95029  4.12301
H  -3.53918  -2.52821  -1.32924
H  -5.40724  -4.10465  -0.14013
H  -4.68280  -5.35625  1.65920
H  -0.68271  -3.79271  1.73437
H  -1.18669  -2.42510  -0.50547
C  4.16386  -1.43024  1.66628
C  2.72041  -1.22990  1.07067
C  1.97293  -2.56563  0.56019
C  2.73189  -3.91013  0.86318
C  4.02564  -3.91452  1.47393
C  4.78738  -2.56442  1.85556
N  2.12516  -5.12405  0.40890
O  2.46967  -6.18908  1.02825
O  1.24449  -5.02279  -0.39778
H  4.56291  -0.48723  2.01347
H  2.52738  -0.20567  1.04730
H  1.11804  -2.51559  0.06337
H  4.59738  -4.80381  1.83697
H  5.64289  -2.86290  2.41381
C  -2.97540  3.82709  1.81379
C  -2.02674  3.55573  0.63887
C  -0.58091  4.15568  0.74867
C  -0.06050  4.77524  2.05277
C  -1.01057  4.71386  3.19534
C  -2.47271  4.33001  2.98979
N  1.35383  5.11927  2.21089
O  1.81356  5.52756  3.37410
O  2.06693  4.65491  1.28700
H  -3.94194  3.16658  1.79915
H  -2.19360  3.02341  -0.35690
H  -0.03224  4.19313  -0.10606
H  -0.35040  5.01564  4.11742
H  -3.21465  4.21217  3.74912
C  -5.85081  1.35885  2.89751
O  -6.65668  2.14760  3.35867
N  -5.63510  1.14416  1.56060
C  -4.62674  0.29528  1.01912
C  -6.33425  2.02769  0.57697
H  -5.25874  0.81351  3.65333
H  -4.69591  -0.25675  0.15537
H  -4.16312  -0.39441  1.72527
H  -3.74600  0.86917  0.67813
H  -7.19147  1.46188  0.02554
H  -5.66836  2.55466  -0.27150
H  -6.97876  3.05982  1.09844
C  3.87767  1.03075  -1.45940
O  4.92477  1.22433  -0.84513
N  3.88836  1.33057  -2.76997
C  2.69657  1.11430  -3.57547
C  5.11548  1.79385  -3.49953
H  3.03776  0.69255  -1.13654
H  2.02612  1.79045  -3.28433
H  2.55730  -0.00989  -3.22315
H  2.93364  1.15129  -4.58918
H  4.93800  2.00813  -4.54064
H  6.05772  1.15016  -3.64566
H  5.64277  2.63001  -2.96522
C  3.72374  -4.81213  -2.85773
O  4.81179  -5.11614  -2.42110
N  3.40623  -3.54033  -3.05086
C  1.99911  -3.10941  -3.34761
C  4.53421  -2.53726  -2.85701
H  2.94714  -5.47566  -3.26293
H  2.08930  -2.61342  -4.31913
H  1.59833  -2.56316  -2.55140
H  1.31482  -3.75900  -3.39757
H  4.25506  -1.51833  -3.25373
H  5.41558  -2.77701  -3.23479
H  4.69808  -2.25525  -1.81187
C  -1.75545  4.99776  -5.41587
O  -1.86026  5.33098  -6.68216
N  -0.88951  4.01245  -5.08934
C  -0.91409  3.45136  -3.72146
C  -0.25740  3.19578  -6.09187
H  -2.59464  5.16098  -4.58148
H  -1.77384  2.79887  -3.54245
H  -1.10452  4.21626  -3.03842
H  0.06325  3.11177  -3.32457
H  0.23402  2.21553  -5.73027
H  0.47635  3.72419  -6.59600
H  -0.83292  2.78750  -6.88173

These are the Mulliken partial charges, in e, on atoms 1 to 99: atom 1 (N): 0.804, atom 2 (O): -0.657, atom 3 (O): -0.539, atom 4 (O): -0.567, atom 5 (C): -0.790, atom 6 (C): -0.609, atom 7 (C): -0.716, atom 8 (C): 0.245, atom 9 (C): -0.674, atom 10 (C): 0.320, atom 11 (N): 0.831, atom 12 (O): -0.539, atom 13 (O): -0.529, atom 14 (H): 1.098, atom 15 (H): 0.189, atom 16 (H): 0.382, atom 17 (H): 0.784, atom 18 (H): 0.021, atom 19 (C): -0.275, atom 20 (C): -0.519, atom 21 (C): -0.856, atom 22 (C): -0.087, atom 23 (C): -0.444, atom 24 (C): -0.060, atom 25 (N): 0.902, atom 26 (O): -0.589, atom 27 (O): -0.528, atom 28 (H): 0.379, atom 29 (H): 0.438, atom 30 (H): 0.594, atom 31 (H): 1.301, atom 32 (H): -0.255, atom 33 (C): -0.642, atom 34 (C): -1.083, atom 35 (C): 0.034, atom 36 (C): -0.269, atom 37 (C): -0.503, atom 38 (C): -0.513, atom 39 (N): 1.112, atom 40 (O): -0.636, atom 41 (O): -0.557, atom 42 (H): 0.407, atom 43 (H): 0.819, atom 44 (H): 1.020, atom 45 (H): 0.378, atom 46 (H): 0.438, atom 47 (C): -0.127, atom 48 (C): -0.162, atom 49 (C): -0.594, atom 50 (C): -0.164, atom 51 (C): -0.169, atom 52 (C): -0.522, atom 53 (N): 0.864, atom 54 (O): -0.532, atom 55 (O): -0.491, atom 56 (H): -0.084, atom 57 (H): 0.372, atom 58 (H): 0.667, atom 59 (H): 0.378, atom 60 (H): 0.461, atom 61 (C): 0.060, atom 62 (O): -0.574, atom 63 (N): 0.185, atom 64 (C): -1.172, atom 65 (C): -0.829, atom 66 (H): 0.386, atom 67 (H): 0.530, atom 68 (H): 0.302, atom 69 (H): 0.322, atom 70 (H): 0.319, atom 71 (H): 0.262, atom 72 (H): 0.246, atom 73 (C): -0.096, atom 74 (O): -0.710, atom 75 (N): 0.138, atom 76 (C): -0.982, atom 77 (C): -0.843, atom 78 (H): 0.633, atom 79 (H): 0.469, atom 80 (H): 0.112, atom 81 (H): 0.408, atom 82 (H): 0.336, atom 83 (H): 0.263, atom 84 (H): 0.280, atom 85 (C): 0.030, atom 86 (O): -0.628, atom 87 (N): 0.215, atom 88 (C): -1.448, atom 89 (C): -0.942, atom 90 (H): 0.396, atom 91 (H): 0.424, atom 92 (H): 0.457, atom 93 (H): 0.587, atom 94 (H): 0.197, atom 95 (H): 0.550, atom 96 (H): 0.194, atom 97 (C): 0.130, atom 98 (O): -0.640, atom 99 (N): 0.221


> Which value of total charge does entry 2 give?

0


> The highest energy above the lowest of the compared OMol25 structures with the same formula, charge and spin belongs to which entry?

C9H26KNO7


> Which of these has the highest energy?

C3H34N2O15